Entry 1:
81
Properties=species:S:1:pos:R:3 method="wB97M-V/def2-TZVPD" e_above_lowest_kcal_mol=37.01 e_tot_ev=-93743.7000 largest_force_ev_per_a=1.2 homo_lumo_gap_ha=0.1601 e_lumo_ev=-11.065 charge=+3
Pt -0.162 -0.081 0.017
C -1.539 1.533 2.636
P -1.131 1.977 0.948
C -2.618 2.761 0.357
C -2.547 3.963 -0.371
C -3.709 4.630 -0.711
C -4.947 4.096 -0.361
C -5.029 2.884 0.316
C -3.874 2.207 0.664
C 0.165 3.213 1.035
C -0.154 4.440 1.629
C 0.830 5.400 1.785
C 2.124 5.152 1.341
C 2.443 3.938 0.752
C 1.468 2.964 0.603
C -0.358 0.790 3.064
C 0.242 0.655 4.275
C 1.390 -0.151 4.082
C 1.446 -0.459 2.761
C 2.450 -1.179 1.977
P 1.534 -1.740 0.570
C 2.728 -2.247 -0.640
C 3.822 -1.404 -0.890
C 4.776 -1.773 -1.823
C 4.637 -2.970 -2.520
C 3.545 -3.801 -2.290
C 2.579 -3.439 -1.365
C 0.629 -3.161 1.226
C -0.720 -3.104 1.584
C -1.317 -4.187 2.209
C -0.574 -5.328 2.483
C 0.768 -5.386 2.136
C 1.375 -4.308 1.510
N 0.355 0.100 2.105
H -2.453 0.931 2.673
H -1.724 2.453 3.190
H -1.586 4.393 -0.625
H -3.653 5.572 -1.240
H -5.853 4.630 -0.617
H -5.995 2.473 0.578
H -3.951 1.265 1.191
H -1.161 4.647 1.972
H 0.587 6.343 2.254
H 2.886 5.912 1.457
H 3.452 3.753 0.408
H 1.719 2.013 0.160
H -0.097 1.107 5.194
H 2.107 -0.467 4.825
H 2.861 -2.058 2.476
H 3.293 -0.540 1.695
H 3.933 -0.464 -0.363
H 5.628 -1.132 -2.007
H 5.388 -3.258 -3.245
H 3.453 -4.736 -2.826
H 1.737 -4.094 -1.179
H -1.299 -2.210 1.397
H -2.361 -4.141 2.493
H -1.041 -6.171 2.975
H 1.350 -6.270 2.360
H 2.425 -4.363 1.250
C -1.879 1.545 -2.447
C -0.654 1.228 -3.277
S 0.768 0.780 -2.253
C 1.342 -0.702 -3.087
C 0.342 -1.847 -3.157
S -0.385 -2.292 -1.554
C -2.142 -2.399 -1.924
C -2.755 -1.107 -2.381
S -2.383 0.278 -1.260
H -2.739 1.735 -3.094
H -1.721 2.432 -1.846
H -0.380 2.117 -3.845
H -0.827 0.427 -3.993
H 2.226 -0.995 -2.530
H 1.658 -0.418 -4.090
H 0.874 -2.735 -3.499
H -0.466 -1.654 -3.860
H -2.590 -2.754 -0.995
H -2.266 -3.178 -2.680
H -3.843 -1.203 -2.376
H -2.453 -0.829 -3.389

=====

Entry 2:
8
Properties=species:S:1:pos:R:3 method="wB97M-V/def2-TZVPD" e_above_lowest_kcal_mol=61.36 e_tot_ev=-22237.9489 largest_force_ev_per_a=3.0 homo_lumo_gap_ha=0.2923 e_lumo_ev=3.717 charge=-1
C -3.013 0.307 0.016
N -2.847 0.845 1.019
O 0.781 -0.857 1.144
O 0.162 -2.871 -0.446
O -1.184 -0.789 -0.450
F -3.807 0.006 -0.893
S 0.180 -1.394 -0.438
H 0.131 -0.594 1.786

=====

Entry 3:
35
Properties=species:S:1:pos:R:3 method="wB97M-V/def2-TZVPD" e_above_lowest_kcal_mol=0.00 e_tot_ev=-106526.6082 largest_force_ev_per_a=7.2 homo_lumo_gap_ha=0.2245 e_lumo_ev=-1.600 charge=0
H -3.632 -0.932 0.969
N -1.997 -0.379 -0.291
B -0.073 -0.556 -1.998
N -1.449 -0.979 -1.419
C -2.323 -1.897 -1.892
Ca -2.233 1.657 0.488
H -2.141 -2.395 -2.825
C -3.393 -2.027 -0.989
H -4.260 -2.664 -1.095
C -3.124 -1.087 0.024
H 0.026 -0.897 -3.129
C 1.743 0.917 3.432
H 2.269 1.703 3.984
H 1.249 1.306 2.535
H 2.558 0.249 3.229
N 1.064 -1.211 -1.131
N 0.014 1.027 -1.882
N 1.065 -0.939 0.224
N -0.454 1.822 -0.823
C 2.097 -2.032 -1.460
C 0.535 1.839 -2.828
H 2.256 -2.363 -2.485
H 0.856 1.413 -3.765
C 2.794 -2.314 -0.283
C 0.545 3.123 -2.334
C 2.109 -1.602 0.726
C 0.009 3.053 -1.064
H 3.654 -2.924 -0.172
H 0.878 3.978 -2.868
H 2.335 -1.551 1.765
H -0.046 3.803 -0.327
H 1.005 0.458 4.112
Se -2.599 1.506 3.882
C -1.149 0.760 4.635
N -0.188 0.133 5.054

=====

Entry 4:
49
Properties=species:S:1:pos:R:3 method="wB97M-V/def2-TZVPD" e_above_lowest_kcal_mol=448.96 e_tot_ev=-56600.2678 largest_force_ev_per_a=17.4 homo_lumo_gap_ha=0.3297 e_lumo_ev=0.142 charge=0
C 5.002 2.450 -1.771
H 4.733 3.447 -2.239
H 5.777 1.938 -2.195
H 5.003 2.610 -0.773
C 3.732 1.777 -2.316
C 2.585 2.274 -1.712
O 1.999 3.011 -2.319
N 2.184 1.837 -0.585
C 0.987 1.825 0.059
C -0.155 2.537 -0.320
C -1.288 2.169 0.218
C -1.421 1.520 1.254
C -0.432 1.139 1.920
C 0.868 0.965 1.355
H 1.677 0.596 1.626
H -0.359 0.364 2.929
S -3.050 1.418 2.271
O -3.993 2.014 1.500
O -3.089 1.377 3.557
N -3.060 -0.457 1.987
C -3.386 -0.709 0.433
H -2.459 -0.338 -0.036
C -3.202 -2.379 0.406
H -3.345 -2.657 -0.520
O -4.237 -3.049 1.007
C -3.972 -2.607 2.624
H -4.631 -2.957 3.234
C -4.125 -1.226 2.747
H -3.716 -0.752 3.879
H -5.104 -0.773 2.647
H -2.913 -2.961 2.834
H -2.231 -2.481 0.502
H -4.403 -0.472 0.240
H -2.218 2.978 -0.100
H 0.017 3.159 -1.230
H 2.917 1.054 -0.011
H 3.658 1.520 -3.471
O 4.197 0.226 -1.442
C 3.109 -0.696 -1.749
C 2.085 -0.687 -2.534
C 0.991 -1.519 -2.275
C 1.399 -2.751 -1.529
C 2.417 -2.725 -0.901
C 3.330 -1.641 -0.906
H 4.229 -1.882 -0.483
H 2.322 -3.587 -0.176
Cl -0.119 -3.768 -1.436
H -0.009 -1.345 -2.931
H 1.695 0.219 -3.269

=====

Entry 5:
43
Properties=species:S:1:pos:R:3 method="wB97M-V/def2-TZVPD" e_tot_ev=-30075.0111 smiles=COCCCCCCC[n+]1nccc(I)c1CCO largest_force_ev_per_a=1.9 homo_lumo_gap_ha=0.2579 e_lumo_ev=-4.500 charge=+1
C -4.111 4.611 1.355
O -3.920 3.686 0.293
C -3.471 2.433 0.784
C -3.470 1.430 -0.358
C -3.104 0.013 0.110
C -1.713 0.041 0.793
C -1.050 -1.346 0.797
C 0.384 -1.277 1.327
C 1.303 -0.259 0.590
N 2.651 -0.865 0.382
N 3.520 -0.546 1.313
C 4.705 -1.078 1.200
C 5.022 -1.911 0.130
C 4.125 -2.212 -0.835
I 4.620 -3.461 -2.430
C 2.826 -1.637 -0.684
C 1.743 -1.932 -1.671
C 1.946 -1.188 -3.026
O 2.426 0.124 -2.868
H -4.109 4.129 2.337
H -5.088 5.081 1.225
H -3.351 5.399 1.358
H -4.166 2.066 1.555
H -2.471 2.575 1.213
H -2.710 1.736 -1.085
H -4.449 1.430 -0.838
H -3.830 -0.375 0.831
H -3.077 -0.683 -0.732
H -1.834 0.334 1.838
H -1.112 0.768 0.236
H -1.138 -1.850 -0.170
H -1.610 -1.951 1.517
H 0.892 -2.249 1.323
H 0.359 -0.985 2.379
H 1.429 0.595 1.250
H 0.897 0.128 -0.340
H 5.441 -0.864 1.963
H 6.020 -2.332 0.090
H 1.839 -2.999 -1.902
H 0.741 -1.802 -1.279
H 2.547 -1.780 -3.716
H 0.960 -1.131 -3.489
H 3.384 0.134 -2.770

=====

Entry 6:
11
Properties=species:S:1:pos:R:3 method="wB97M-V/def2-TZVPD" e_above_lowest_kcal_mol=154.28 e_tot_ev=-7296.9878 largest_force_ev_per_a=2.9 homo_lumo_gap_ha=0.1752 e_lumo_ev=-3.688 charge=0
O 1.801 1.283 0.449
C -1.432 0.542 -0.083
O -2.338 1.101 -0.656
C -0.986 -0.840 -0.152
C 0.424 -0.964 0.120
H -0.684 1.151 0.483
H 0.811 -1.956 0.292
H -1.508 -1.596 -0.727
H 0.719 -0.313 0.971
H 0.942 -0.422 -0.723
H 2.252 2.013 0.026

=====

Entry 7:
181
Properties=species:S:1:pos:R:3 method="wB97M-V/def2-TZVPD" e_above_lowest_kcal_mol=183.33 e_tot_ev=-87505.7998 smiles=COC[C@H](C)N.COC[C@H](C)N.COC[C@H](C)N.COC[C@H](C)N.COC[C@H](C)N.COCCNCCOC.COCCNCCOC.COCCNCCOC.COCCNCCOC largest_force_ev_per_a=3.1 homo_lumo_gap_ha=0.3255 e_lumo_ev=0.225 charge=0
C -6.677 10.156 1.871
O -6.292 8.792 1.541
C -5.427 8.153 2.452
C -4.978 6.800 1.733
C -6.070 5.997 1.110
N -4.336 5.904 2.645
H -6.915 10.694 0.953
H -5.935 10.741 2.415
H -7.584 10.223 2.471
H -4.572 8.784 2.694
H -5.977 7.847 3.342
H -4.294 7.079 0.932
H -6.645 6.460 0.308
H -6.744 5.693 1.910
H -5.752 5.118 0.548
H -4.319 4.972 2.255
H -3.403 6.067 2.996
C 3.183 -0.195 5.874
O 3.945 -0.065 7.100
C 3.056 0.162 8.168
C 3.895 0.244 9.466
C 4.624 -1.048 9.853
N 3.045 0.734 10.538
H 2.412 0.576 5.902
H 2.793 -1.207 5.765
H 3.799 -0.022 4.992
H 2.502 1.069 7.925
H 2.331 -0.604 8.443
H 4.551 1.077 9.211
H 5.057 -0.991 10.852
H 5.533 -1.019 9.252
H 3.900 -1.862 9.833
H 2.452 1.392 10.051
H 2.422 0.020 10.887
C -0.748 -4.726 5.988
O -1.855 -3.971 6.609
C -3.153 -4.102 6.099
C -4.306 -3.728 7.070
C -4.453 -4.856 8.124
N -5.513 -3.808 6.300
H -0.398 -4.421 5.001
H -1.070 -5.767 5.972
H 0.083 -4.663 6.691
H -3.173 -3.494 5.195
H -3.225 -5.167 5.876
H -4.242 -2.737 7.521
H -5.353 -4.621 8.692
H -3.560 -5.022 8.726
H -4.574 -5.753 7.516
H -6.144 -3.147 6.730
H -5.274 -3.442 5.389
C -0.754 0.245 1.736
O -0.640 1.084 0.584
C -0.701 0.388 -0.657
C 0.609 -0.392 -0.942
C 1.876 0.426 -1.114
N 0.449 -1.376 -2.040
H -1.721 -0.247 1.635
H -0.775 0.806 2.670
H -0.005 -0.546 1.687
H -1.566 -0.262 -0.788
H -0.822 1.239 -1.327
H 0.725 -1.063 -0.091
H 1.885 1.017 -0.198
H 1.942 1.099 -1.969
H 2.739 -0.240 -1.111
H 0.282 -0.945 -2.938
H -0.376 -1.895 -1.779
C 5.653 -5.106 -11.389
O 4.990 -4.699 -10.162
C 3.663 -4.183 -10.264
C 3.181 -3.535 -8.941
C 3.052 -4.540 -7.790
N 1.916 -2.929 -9.111
H 5.013 -5.848 -11.867
H 6.633 -5.556 -11.236
H 5.864 -4.277 -12.064
H 3.642 -3.433 -11.055
H 2.932 -4.909 -10.618
H 3.862 -2.740 -8.638
H 3.432 -5.519 -8.083
H 2.115 -4.656 -7.244
H 3.724 -4.070 -7.072
H 1.995 -2.375 -9.952
H 1.800 -2.256 -8.367
C -10.744 4.356 -7.242
O -11.200 3.126 -6.765
C -12.157 3.213 -5.718
C -12.443 1.792 -5.239
N -11.476 1.138 -4.277
C -10.127 1.442 -4.614
C -9.087 0.957 -3.568
O -9.227 1.532 -2.207
C -8.337 1.029 -1.256
H -10.336 4.952 -6.426
H -11.346 5.038 -7.843
H -9.960 4.143 -7.969
H -13.084 3.516 -6.204
H -11.819 3.827 -4.883
H -12.701 1.214 -6.126
H -13.445 1.696 -4.823
H -11.700 1.447 -3.342
H -10.019 2.526 -4.604
H -9.790 1.277 -5.638
H -8.113 1.307 -3.909
H -9.110 -0.133 -3.559
H -8.440 -0.056 -1.268
H -8.415 1.394 -0.232
H -7.280 1.268 -1.375
C 14.377 0.947 -1.068
O 13.617 -0.031 -1.741
C 14.181 -1.409 -1.854
C 13.017 -2.376 -1.277
N 11.780 -2.166 -1.947
C 10.659 -2.892 -1.386
C 10.288 -2.183 -0.087
O 9.845 -0.866 -0.439
C 9.200 -0.154 0.618
H 14.757 1.476 -1.942
H 15.191 0.488 -0.507
H 13.811 1.585 -0.389
H 15.050 -1.660 -1.246
H 14.424 -1.771 -2.853
H 13.090 -2.094 -0.227
H 13.315 -3.408 -1.457
H 11.504 -1.249 -1.625
H 11.063 -3.893 -1.240
H 9.823 -3.035 -2.071
H 11.081 -2.075 0.653
H 9.425 -2.670 0.367
H 8.214 -0.565 0.837
H 9.046 0.871 0.281
H 9.588 -0.039 1.630
C 9.230 4.619 6.811
O 8.032 5.388 6.578
C 6.899 4.716 6.068
C 5.591 5.555 6.192
N 5.355 6.522 5.166
C 4.687 5.919 3.971
C 3.229 5.530 4.187
O 2.764 4.690 3.162
C 2.812 5.183 1.780
H 10.023 5.207 7.272
H 9.739 4.219 5.934
H 9.019 3.854 7.558
H 6.821 3.858 6.736
H 7.183 4.353 5.081
H 5.519 6.034 7.169
H 4.769 4.844 6.273
H 6.257 6.872 4.878
H 5.285 5.127 3.519
H 4.788 6.593 3.120
H 2.538 6.352 4.373
H 3.039 4.941 5.084
H 2.328 6.132 1.548
H 2.224 4.377 1.342
H 3.790 5.175 1.298
C -8.135 -6.989 -7.325
O -7.130 -6.154 -6.794
C -7.544 -5.111 -5.991
C -6.191 -4.553 -5.519
N -5.750 -5.085 -4.240
C -4.293 -4.897 -4.027
C -3.694 -5.644 -2.880
O -3.788 -4.886 -1.721
C -4.930 -5.184 -0.917
H -7.948 -7.482 -8.279
H -9.048 -6.479 -7.633
H -8.479 -7.760 -6.636
H -8.084 -5.521 -5.138
H -8.195 -4.425 -6.534
H -6.273 -3.472 -5.408
H -5.402 -4.831 -6.218
H -5.988 -6.063 -4.159
H -4.082 -3.835 -3.901
H -3.801 -5.256 -4.932
H -2.652 -5.759 -3.178
H -4.095 -6.657 -2.910
H -5.923 -5.181 -1.366
H -4.917 -4.491 -0.076
H -4.811 -6.203 -0.547

=====

Entry 8:
43
Properties=species:S:1:pos:R:3 method="wB97M-V/def2-TZVPD" e_above_lowest_kcal_mol=390.35 e_tot_ev=-34160.1738 largest_force_ev_per_a=16.6 homo_lumo_gap_ha=0.3096 e_lumo_ev=0.405 charge=0
C 1.765 2.174 -4.084
C 0.962 3.302 -3.893
H 1.620 4.086 -3.319
H 0.707 3.752 -4.943
C -0.237 3.015 -3.331
C -0.033 2.716 -1.862
N -0.431 1.618 -1.477
N 0.253 1.288 -0.124
C -0.159 0.293 0.669
O -0.062 0.259 1.873
C -0.901 -0.689 0.104
C -0.892 -2.000 0.772
C -0.188 -3.239 0.336
C -0.203 -4.234 1.372
C -1.008 -4.438 2.281
C -2.073 -3.220 2.592
C -2.076 -2.237 1.731
H -2.700 -1.321 2.022
H -2.608 -3.473 3.543
O -1.116 -5.457 3.096
C -1.830 -5.730 4.075
H -1.733 -6.509 4.606
H -2.955 -5.627 3.933
H -1.837 -4.817 4.970
H 0.744 -5.147 1.141
H 0.516 -3.102 -0.247
H -0.603 -1.024 -1.146
H -1.915 -0.426 -0.099
C 0.783 2.611 0.395
O 0.290 2.957 1.632
H 0.387 2.196 2.314
C 0.808 3.470 -0.796
H 1.654 3.918 -0.997
H 0.028 4.306 -0.519
C 2.337 2.110 0.492
F 2.864 1.555 -0.367
F 2.734 1.152 1.525
F 2.934 3.309 0.861
H -0.852 2.440 -3.623
H -0.824 4.261 -2.990
H 2.531 2.378 -4.719
H 1.152 1.650 -4.555
H 2.171 1.875 -3.247